Here is 3 unconnected molecules or ions with the total composition C3H9O4 in a non-equilibrium geometry from the Open Molecules 2025 dataset. Energies are from the ωB97M-V functional and the def2-TZVPD basis.

Calculated values
- LUMO: 4.1 eV
- E_HOMO: -4.852 eV
- Orbital gap: 8.92 eV
- Total charge: -1
- Energy relative to the best compared isomer or geometry (same formula, charge and spin): 19.1 kJ/mol

Each line ends with the Löwdin charge.
Element x y z (Å)
O 1.37 -0.51 1.14  -0.041
C 0.36 -0.13 0.52  -0.676
O -0.40 0.86 0.75  -0.073
C -0.30 -1.26 -0.35  -0.173
C 0.01 -0.83 -1.80  -0.114
H 0.16 -2.21 -0.05  0.094
H -1.36 -1.29 -0.16  0.080
H -0.37 0.20 -1.91  0.073
H 1.08 -0.86 -1.93  0.065
H -0.52 -1.39 -2.57  0.048
H 3.18 1.05 2.04  0.013
H 1.98 1.71 1.37  0.009
O 2.84 1.92 1.79  -0.107
H -3.35 1.39 0.43  -0.014
H -1.84 0.74 0.43  -0.027
O -2.85 0.59 0.30  -0.157

***

Here is C3H9OP in the gas phase in a non-equilibrium geometry from the Open Molecules 2025 dataset. Energies are from the ωB97M-V functional and the def2-TZVPD basis.

Calculated values
- LUMO: 0.7 eV
- E_HOMO: -8.855 eV
- Structure (SMILES): CP(C)(C)=O
- Orbital gap: 9.52 eV
- Energy relative to the best compared isomer or geometry (same formula, charge and spin): 170.6 kJ/mol

Each line ends with the Löwdin charge.
Element x y z (Å)
C -0.63 1.36 0.80  -0.199
C 1.60 -0.62 0.76  -0.213
C -0.43 -0.54 -1.44  -0.224
O 1.56 1.63 -1.24  -0.545
P 0.53 0.47 -0.28  0.743
H -0.76 2.27 0.34  0.013
H -1.50 0.90 1.14  0.021
H 0.07 1.65 1.72  0.105
H 2.31 -0.05 1.30  0.028
H 1.18 -1.36 1.37  0.015
H 2.28 -1.34 0.08  0.108
H 0.28 -0.96 -2.12  0.026
H -1.10 -1.40 -1.08  0.087
H -1.06 -0.01 -2.11  0.035

***

Here is 2 unconnected molecules or ions with the total composition C3H9OP in a non-equilibrium geometry from the Open Molecules 2025 dataset. Energies are from the ωB97M-V functional and the def2-TZVPD basis.

Calculated values
- LUMO: 0.8 eV
- E_HOMO: -9.351 eV
- Structure (SMILES): O=[PH3].C=CC
- Orbital gap: 10.18 eV
- Energy relative to the best compared isomer or geometry (same formula, charge and spin): 216.3 kJ/mol

Each line ends with the Löwdin charge.
Element x y z (Å)
C 0.12 1.23 -1.34  -0.118
C 1.35 -0.82 -0.41  -0.027
C 0.31 -0.23 -1.11  -0.278
O -1.88 0.41 0.53  -0.491
P -1.59 -0.79 1.29  0.608
H -0.75 1.51 -0.79  0.017
H 0.95 1.80 -0.93  0.067
H -0.06 1.45 -2.49  0.121
H -1.76 -2.06 0.60  -0.009
H 2.15 -0.45 0.10  0.015
H 1.35 -1.95 -0.56  0.068
H -0.25 -0.89 -1.68  0.065
H -0.31 -0.86 1.99  -0.006
H -2.50 -1.10 2.39  -0.033

***

Here is 2 unconnected molecules or ions with the total composition C3H9OPS2 in a non-equilibrium geometry from the Open Molecules 2025 dataset. Energies are from the ωB97M-V functional and the def2-TZVPD basis.

Calculated values
- LUMO: 0.5 eV
- E_HOMO: -8.902 eV
- Structure (SMILES): CP(C)(=S)S.C=O
- Orbital gap: 9.37 eV
- Energy relative to the best compared isomer or geometry (same formula, charge and spin): 308.1 kJ/mol

Each line ends with the Löwdin charge.
Element x y z (Å)
C -0.99 -0.64 1.91  -0.233
C -1.43 -0.60 -1.16  -0.327
C 5.04 3.24 -0.91  -0.178
O 5.30 3.59 0.19  0.002
P -0.28 -1.10 0.19  0.020
S -0.69 -3.24 0.16  0.416
S 1.61 -0.65 -0.08  0.113
H -2.03 -1.20 2.12  0.102
H -0.32 -1.04 2.56  -0.012
H -1.08 0.34 1.94  -0.025
H -2.38 -1.02 -1.14  -0.007
H -1.72 0.56 -1.22  0.099
H -0.89 -0.51 -2.13  0.055
H 4.06 3.57 -1.44  0.101
H 5.71 2.55 -1.47  0.076
H -1.94 -2.96 -0.24  -0.203

***

Here is 2 unconnected molecules or ions with the total composition C3H9OS from the Open Molecules 2025 dataset. Energies are from the ωB97M-V functional and the def2-TZVPD basis.

Calculated values
- LUMO: 3.9 eV
- E_HOMO: -2.431 eV
- Orbital gap: 6.29 eV
- Total charge: -1
- Energy relative to the best compared isomer or geometry (same formula, charge and spin): 85.2 kJ/mol

Each line ends with the Löwdin charge.
Element x y z (Å)
C 2.79 1.42 0.75  -0.759
S 0.99 1.52 0.85  0.136
H 3.18 1.53 -0.27  -0.020
H 3.27 2.23 1.32  -0.029
H 3.25 0.51 1.16  -0.014
C -1.39 -1.21 -1.14  -0.366
O -1.34 -0.62 0.13  -0.151
C -2.37 -2.36 -1.07  -0.106
H -1.69 -0.51 -1.93  0.101
H -0.39 -1.60 -1.37  0.104
H -0.70 0.13 0.12  -0.080
H -2.88 -2.53 -2.01  0.053
H -1.87 -3.25 -0.68  0.066
H -3.14 -2.05 -0.36  0.066

***

Here is 2 unconnected molecules or ions with the total composition C3H9PSi in a non-equilibrium geometry from the Open Molecules 2025 dataset. Energies are from the ωB97M-V functional and the def2-TZVPD basis.

Calculated values
- LUMO: 0.7 eV
- E_HOMO: -9.607 eV
- Structure (SMILES): [SiH3]C1=CC1.P
- Orbital gap: 10.35 eV
- Energy relative to the best compared isomer or geometry (same formula, charge and spin): 193.5 kJ/mol

Each line ends with the Löwdin charge.
Element x y z (Å)
C 0.24 -1.45 0.80  -0.107
C -0.05 -1.54 -0.66  -0.175
C 0.87 -0.56 0.09  -0.430
Si 1.81 0.97 -0.05  0.601
P -2.51 1.13 0.60  0.677
H -1.66 1.85 -0.33  -0.146
H -0.19 -1.77 1.72  0.096
H 0.26 -2.37 -1.29  0.074
H -1.00 -1.12 -1.11  0.073
H 2.16 1.70 1.31  -0.055
H 1.32 1.81 -1.24  -0.058
H 3.19 0.64 -0.43  -0.100
H -1.42 0.25 0.94  -0.177
H -3.01 0.46 -0.36  -0.272

***

Here is 2 unconnected molecules or ions with the total composition C3H9S2 from the Open Molecules 2025 dataset. Energies are from the ωB97M-V functional and the def2-TZVPD basis.

Calculated values
- LUMO (alpha / beta): 0.7 / -2.7 eV
- E_HOMO (alpha / beta): -9.013 / -9.001 eV
- Orbital gap (alpha / beta): 9.72 / 6.26 eV
- Multiplicity: 2
- Energy relative to the best compared isomer or geometry (same formula, charge and spin): 3.5 kJ/mol

Each line ends with the Mulliken spin population.
Element x y z (Å)
C 1.23 0.54 -1.31  0.000
C 0.49 -0.60 -0.62  0.001
C 0.48 -0.49 0.90  0.001
S -0.68 -1.63 1.71  0.022
H 1.16 0.43 -2.39  -0.001
H 2.29 0.55 -1.04  0.000
H 0.82 1.51 -1.03  0.001
H -0.55 -0.61 -0.95  -0.001
H 0.91 -1.56 -0.90  -0.001
H 0.25 0.52 1.22  -0.002
H 1.44 -0.76 1.34  0.000
H -1.80 -1.03 1.31  -0.010
S -2.35 1.49 0.92  1.014
H -3.69 1.63 0.85  -0.023

***

Here is a molecular structure, C3HAgFO in a non-equilibrium geometry from the Open Molecules 2025 dataset. Energies are from the ωB97M-V functional and the def2-TZVPD basis.

Calculated values
- LUMO (alpha / beta): 3.9 / 2.4 eV
- E_HOMO (alpha / beta): -2.721 / -4.969 eV
- Orbital gap (alpha / beta): 6.63 / 7.37 eV
- Total charge: -1
- Multiplicity: 3

Each line ends with the Mulliken spin population.
Element x y z (Å)
O 1.64 0.35 3.14  0.367
C 1.33 0.52 1.96  0.371
C 1.06 0.70 0.74  0.299
C 0.50 0.93 -0.52  0.746
H 0.96 1.77 -1.08  0.061
F -2.22 -1.40 -2.09  -0.008
Ag -0.93 -0.33 -1.34  0.164

***

Here is 3 unconnected molecules or ions with the total composition C3HBr2O2 in a non-equilibrium geometry from the Open Molecules 2025 dataset. Energies are from the ωB97M-V functional and the def2-TZVPD basis.

Calculated values
- LUMO: 2.6 eV
- E_HOMO: -4.035 eV
- Orbital gap: 6.66 eV
- Total charge: -1
- Energy relative to the best compared isomer or geometry (same formula, charge and spin): 66.3 kJ/mol

Each line ends with the Löwdin charge.
Element x y z (Å)
C -1.13 0.76 0.07  -0.040
C -1.32 -0.22 -0.64  -0.700
C 1.23 -0.98 0.32  -0.520
O 0.89 -0.81 1.38  0.194
O 1.56 -1.37 -0.74  0.135
Br 1.23 2.76 0.82  -0.532
Br -1.77 -1.75 -1.58  0.676
H -0.69 1.60 0.38  -0.213

***

Here is a molecular structure, C3HBr5O in a non-equilibrium geometry from the Open Molecules 2025 dataset. Energies are from the ωB97M-V functional and the def2-TZVPD basis.

Calculated values
- LUMO (alpha / beta): -0.8 / -3.2 eV
- E_HOMO (alpha / beta): -7.105 / -10.190 eV
- Orbital gap (alpha / beta): 6.30 / 7.02 eV
- Multiplicity: 3

Each line ends with the Mulliken spin population.
Element x y z (Å)
C -0.70 -0.33 -0.24  0.399
C 1.39 0.14 -1.04  0.657
C -1.04 0.11 1.10  0.116
O -1.30 -0.95 -1.08  0.255
Br 1.23 -0.86 -2.65  0.100
Br 1.89 1.89 -1.03  0.165
Br -0.41 1.81 1.69  -0.006
Br -3.15 -0.16 1.48  0.313
Br -0.05 -1.17 2.16  0.002
H 2.15 -0.49 -0.37  -0.001

***

Here is 2 unconnected molecules or ions with the total composition C3HBrClNO2 in a non-equilibrium geometry from the Open Molecules 2025 dataset. Energies are from the ωB97M-V functional and the def2-TZVPD basis.

Calculated values
- LUMO (alpha / beta): -0.1 / -4.1 eV
- E_HOMO (alpha / beta): -7.553 / -10.982 eV
- Orbital gap (alpha / beta): 7.47 / 6.85 eV
- Multiplicity: 3
- Energy relative to the best compared isomer or geometry (same formula, charge and spin): 173.3 kJ/mol

Each line ends with the Mulliken spin population.
Element x y z (Å)
C -0.48 -1.32 0.57  0.643
C 1.44 0.49 0.06  0.022
C -0.84 0.41 -0.61  0.684
N -0.64 -2.22 1.27  0.286
O 1.63 -0.64 0.50  0.180
O 0.36 1.04 -0.51  0.019
Cl -1.42 -0.38 -2.07  0.083
Br -2.13 1.32 0.44  0.073
H 2.07 1.30 0.36  0.009

***

Here is a molecular structure, C3HBrNO3 in a non-equilibrium geometry from the Open Molecules 2025 dataset. Energies are from the ωB97M-V functional and the def2-TZVPD basis.

Calculated values
- LUMO: 3.6 eV
- E_HOMO: -3.554 eV
- Orbital gap: 7.11 eV
- Total charge: -1
- Energy relative to the best compared isomer or geometry (same formula, charge and spin): 213.7 kJ/mol

Each line ends with the Löwdin charge.
Element x y z (Å)
C -0.62 0.63 0.73  -0.581
C 0.94 -0.53 0.96  -0.457
C -0.83 0.41 -0.60  -0.707
N -0.24 -0.91 -1.02  0.084
O 1.68 -0.59 1.88  0.063
O -1.56 0.93 -1.44  -0.044
O 0.81 -1.34 -0.08  -0.035
Br -0.46 2.35 1.45  0.579
H 0.27 -0.95 -1.87  0.098